{"formula": "C29H48N2O8S5", "method": "ωB97M-V/def2-TZVPD", "relative_energy_kcal_mol": 148.4, "gap_ev": 7.63, "fmax_ev_per_a": 6.80, "e_homo_ev": -8.33, "symbols": ["H", "H", "C", "C", "H", "O", "C", "C", "C", "H", "H", "H", "C", "C", "O", "H", "C", "H", "H", "H", "H", "H", "H", "C", "H", "O", "S", "C", "H", "H", "C", "H", "H", "H", "H", "H", "H", "H", "C", "S", "H", "H", "H", "C", "H", "H", "H", "H", "H", "C", "C", "H", "H", "H", "O", "O", "S", "H", "C", "O", "O", "H", "C", "C", "C", "C", "N", "H", "H", "N", "H", "C", "C", "H", "C", "C", "C", "H", "H", "H", "C", "H", "S", "C", "H", "H", "H", "S", "O", "C", "H", "C"], "coordinates": [[4.91, 9.08, 2.29], [-7.22, 0.06, -0.41], [1.08, 1.34, -3.51], [1.52, -1.34, -2.72], [-0.25, -2.42, 1.88], [-5.98, -2.52, -0.36], [5.46, 7.07, 4.23], [-0.75, -4.21, 0.35], [0.23, -3.75, -2.18], [6.26, 13.05, 6.88], [-1.05, -6.23, -2.72], [4.62, 11.32, 7.90], [0.77, -2.38, -1.74], [0.57, -1.97, -0.23], [5.08, 10.75, 4.39], [2.08, 3.90, 2.33], [1.86, 4.15, -1.14], [6.77, 13.05, 5.17], [-3.04, -8.38, -6.56], [-3.96, -4.18, 3.05], [-3.11, -5.80, 3.42], [-3.28, -3.89, -0.66], [-1.09, -7.61, 0.08], [-1.51, -5.07, 1.46], [-3.80, -3.14, 1.00], [1.71, -0.26, 1.26], [-1.70, -6.57, -5.76], [4.27, 11.01, 6.92], [-6.95, 0.45, -2.14], [0.82, 1.63, -0.67], [-3.78, -4.08, 0.35], [-4.75, 0.03, 0.03], [3.48, 11.67, 6.57], [-4.85, -4.43, 0.11], [3.88, 9.99, 6.98], [-3.24, -4.82, -5.15], [-4.39, 0.42, -1.68], [-2.51, -4.55, -6.76], [-2.32, -4.88, -5.74], [5.65, 11.02, 5.75], [5.06, 13.35, 5.58], [-1.41, -4.54, 2.48], [2.12, 1.75, -3.77], [-0.44, -7.34, -0.82], [1.43, -8.08, 0.13], [0.37, -4.06, -3.27], [-0.44, -8.23, -1.55], [0.99, -6.38, 0.65], [-3.54, -0.92, -0.87], [1.07, 0.57, -1.02], [1.22, 0.21, -2.39], [5.08, 7.67, 5.06], [-0.57, 2.36, -2.23], [-1.00, -6.09, 1.57], [1.97, -6.63, -1.27], [2.27, -1.71, -3.66], [1.06, 4.17, -2.79], [-8.05, -0.87, -1.68], [-3.80, -5.26, 2.66], [1.32, 3.96, 0.15], [-1.62, -7.04, -4.35], [-0.54, 2.79, -4.01], [5.96, 12.80, 5.86], [1.17, -0.53, 0.16], [-7.13, -0.35, -1.42], [0.15, 2.58, -3.10], [3.26, 4.39, -0.84], [3.69, 9.16, 3.59], [-4.05, -7.10, -5.85], [3.48, 4.34, 0.50], [-3.29, -6.26, 0.67], [-3.19, -7.30, -6.48], [-0.52, -4.66, -1.13], [-1.56, -4.24, -5.29], [-0.16, -2.84, 0.81], [-3.09, -5.26, 1.19], [2.27, 4.04, 1.21], [-3.35, -6.89, -7.48], [-2.23, -6.06, -1.24], [5.73, 6.07, 4.60], [-1.12, -6.09, -1.58], [2.61, -7.35, -1.47], [4.19, 6.89, 2.96], [-4.49, -0.38, -0.94], [3.19, 8.79, 1.92], [6.35, 7.54, 3.80], [-4.83, -5.73, 2.58], [-5.77, -1.54, -1.48], [2.95, 6.39, 3.63], [1.03, -7.07, -0.26], [0.71, 0.80, -4.47], [3.98, 8.66, 2.67]]}

{"formula": "C3H2F2", "method": "ωB97M-V/def2-TZVPD", "relative_energy_kcal_mol": 102.2, "gap_ev": [10.26, 5.31], "fmax_ev_per_a": 1.90, "e_homo_ev": [-12.12, -8.87], "symbols": ["C", "H", "C", "C", "F", "F", "H"], "coordinates": [[-0.92, -0.37, -0.55], [1.97, -0.36, 1.29], [0.19, -0.10, -0.10], [1.50, 0.02, 0.38], [-3.29, 0.61, -0.07], [2.40, 0.87, -0.08], [-1.86, -0.67, -0.88]]}

{"formula": "C31H43Cl2N2O2P3W", "method": "ωB97M-V/def2-TZVPD", "spin_multiplicity": 3, "gap_ev": [7.04, 7.15], "fmax_ev_per_a": 4.92, "e_homo_ev": [-12.85, -13.33], "charge": 2, "symbols": ["C", "H", "H", "H", "C", "C", "O", "H", "H", "H", "C", "N", "N", "H", "H", "H", "P", "H", "H", "C", "C", "H", "H", "C", "C", "C", "Cl", "C", "C", "H", "H", "H", "H", "C", "H", "C", "H", "H", "H", "C", "H", "C", "H", "C", "H", "P", "H", "C", "H", "W", "C", "C", "C", "H", "H", "P", "H", "C", "H", "Cl", "H", "C", "H", "O", "C", "H", "C", "C", "H", "C", "H", "H", "H", "H", "C", "C", "H", "H", "H", "H", "H", "C", "C", "C"], "coordinates": [[3.02, -0.20, -1.85], [-1.33, 1.20, 4.77], [3.10, -3.59, -1.74], [-3.26, -2.52, 3.85], [1.47, 1.32, -3.64], [-3.05, 0.57, -2.57], [-0.46, -1.09, 3.91], [-3.20, -0.49, -2.37], [1.15, -1.93, 1.77], [1.82, 2.91, 3.57], [2.33, 3.26, 2.66], [-2.39, -0.57, 5.06], [-2.24, -2.56, 3.93], [-3.33, 3.62, -2.25], [2.50, 3.31, -0.44], [4.79, -4.66, -0.28], [1.09, 3.76, 1.46], [-0.69, -5.93, -4.89], [-3.26, -0.96, 5.40], [0.08, 5.10, 2.06], [-1.97, 0.71, 5.53], [-3.76, 0.91, -3.34], [2.58, 5.03, 0.05], [0.10, 2.32, 1.10], [-0.39, -5.14, -4.20], [3.05, -3.45, -0.66], [-3.73, -1.44, 0.53], [1.91, 4.17, -0.09], [-0.23, 0.09, 0.47], [-0.86, -4.16, -0.96], [1.16, 4.42, -0.85], [3.24, 2.54, -3.87], [-5.60, 1.92, -1.76], [-0.51, -4.14, -2.00], [-0.09, -0.13, -3.29], [0.83, -3.10, -3.75], [1.04, 1.38, -0.64], [-1.72, 3.25, -1.55], [-3.03, 3.83, -0.49], [1.96, -2.50, 1.30], [3.64, -0.82, -1.19], [1.68, -0.55, -2.11], [-1.40, 0.63, 6.46], [-1.24, 2.15, 1.33], [1.51, -2.31, -4.07], [-3.33, 1.52, -1.07], [-0.40, 4.82, 3.00], [2.92, -3.10, 2.12], [-0.69, 5.36, 1.32], [-2.24, 0.34, 0.68], [0.33, -3.10, -2.44], [2.03, -2.65, -0.10], [2.80, 1.67, -3.38], [4.63, 1.15, -2.32], [-5.34, 2.37, -0.04], [0.84, -1.87, -1.23], [-5.52, 0.66, -0.48], [-2.80, 3.22, -1.37], [3.00, 4.09, 2.90], [-3.69, 1.15, 2.37], [2.85, -2.97, 3.20], [3.58, 0.90, -2.51], [2.25, -0.14, 1.04], [2.01, 0.80, 1.17], [0.47, -4.12, -4.63], [0.72, 5.98, 2.24], [-1.60, -1.36, 4.26], [4.01, -4.05, 0.17], [-1.47, -1.61, 0.01], [-5.12, 1.63, -0.81], [2.88, 2.42, 2.22], [-2.85, 1.34, 5.72], [-2.02, 0.73, -2.93], [0.86, 1.91, -4.33], [3.94, -3.88, 1.55], [-0.63, -0.95, -0.28], [0.85, -4.11, -5.65], [-1.78, -3.08, 3.20], [-1.81, 2.91, 1.86], [4.68, -4.35, 2.19], [-1.54, -5.95, -2.54], [-0.88, -5.16, -2.88], [0.92, 0.19, -3.03], [0.81, 1.15, 0.44]]}